DFT (ωB97M-V/def2-TZVPD) results for a structure of composition C37H27AsCdNO4PS3.

```
75
C37H27AsCdNO4PS3 | OMol25 | ωB97M-V/def2-TZVPD
Cd 0.2960 0.0072 -0.1579
O 3.5165 -0.8865 2.6037
C 2.5150 -0.7857 1.8881
O 2.4286 -0.3486 0.6997
C 1.1985 -1.2415 2.5326
C 1.1248 -1.7045 3.8346
C -0.1189 -2.0752 4.3284
C -1.2515 -1.9710 3.5317
C -1.1042 -1.4890 2.2434
N 0.0990 -1.1588 1.7869
C -2.2828 -1.2629 1.2920
O -3.3720 -1.7065 1.6812
O -2.0154 -0.6347 0.2263
H 2.0352 -1.7559 4.4139
H -0.2075 -2.4405 5.3462
H -2.2416 -2.2427 3.8686
S 0.2288 2.3587 0.9036
C -0.1106 3.7031 -0.1865
C 0.3391 4.9819 0.2013
C 0.0807 6.1135 -0.5503
C -0.6397 6.0242 -1.7409
C -1.0813 4.7773 -2.1500
C -0.8301 3.6319 -1.3922
As -1.3701 1.8793 -2.0444
C -0.1158 1.7858 -3.5832
C 1.0398 2.5591 -3.6616
C 1.9251 2.4101 -4.7277
C 1.6593 1.4973 -5.7367
C 0.5108 0.7162 -5.6670
C -0.3572 0.8498 -4.5926
C -2.9904 2.4527 -2.9885
C -3.1574 2.6154 -4.3564
C -4.3883 3.0228 -4.8705
C -5.4607 3.2696 -4.0254
C -5.3008 3.1009 -2.6539
C -4.0786 2.6890 -2.1442
H 0.9067 5.0570 1.1213
H 0.4487 7.0753 -0.2084
H -0.8469 6.9045 -2.3381
H -1.6345 4.6924 -3.0789
H 1.2674 3.2734 -2.8811
H 2.8306 3.0047 -4.7573
H 2.3535 1.3751 -6.5608
H 0.3114 -0.0220 -6.4350
H -1.2157 0.1905 -4.5248
H -2.3315 2.4420 -5.0366
H -4.5012 3.1467 -5.9413
H -6.4163 3.5821 -4.4299
H -6.1303 3.2794 -1.9800
H -3.9729 2.5439 -1.0749
S 2.5829 -4.3368 -1.6876
P 1.6907 -3.0619 -2.8965
S 0.4493 -1.6403 -2.2441
C 2.9508 -2.2172 -3.9265
C 3.6063 -2.9037 -4.9499
C 4.6021 -2.2812 -5.6919
C 4.9674 -0.9676 -5.4057
C 4.3229 -0.2842 -4.3842
C 3.3122 -0.9025 -3.6532
C 0.7183 -3.9527 -4.1831
C 0.0267 -3.2393 -5.1663
C -0.6944 -3.9058 -6.1455
C -0.7430 -5.2978 -6.1493
C -0.0655 -6.0108 -5.1724
C 0.6670 -5.3387 -4.1944
H 3.3341 -3.9319 -5.1633
H 5.1005 -2.8214 -6.4893
H 5.7503 -0.4812 -5.9775
H 4.5965 0.7395 -4.1555
H 2.7914 -0.3646 -2.8687
H 0.0499 -2.1537 -5.1459
H -1.2297 -3.3419 -6.9000
H -1.3161 -5.8203 -6.9067
H -0.1053 -7.0936 -5.1642
H 1.2055 -5.8764 -3.4221
```

The highest occupied orbital energy comes out at -2.70 eV. Its energy above the lowest of the compared OMol25 structures with the same formula, charge and spin is 13.9 kcal per mole. As for the net charge: -2. As for the LUMO energy: 4.1587 eV.


DFT (ωB97M-V/def2-TZVPD) results for a structure of composition C37H27AsCrN3O4S.

```
74
C37H27AsCrN3O4S | OMol25 | ωB97M-V/def2-TZVPD
Cr 1.1027 1.0688 -0.1229
O -0.4370 2.0154 0.9261
C -1.0334 1.6606 1.9404
C -0.8762 0.4302 2.6458
C -1.7269 0.1904 3.7202
C -1.6813 -1.0023 4.4013
C -0.7619 -2.0027 4.0170
C 0.0865 -1.7917 2.9751
C 0.0794 -0.5662 2.2387
O 0.8883 -0.4099 1.2820
N -2.5951 -1.2436 5.4835
O -2.5099 -2.2979 6.0913
O -3.4150 -0.3826 5.7610
H -1.7806 2.3574 2.3480
H -2.4435 0.9453 4.0190
H -0.7569 -2.9334 4.5670
H 0.7978 -2.5490 2.6736
S 0.7013 2.8400 -1.7131
C -0.3285 2.1679 -2.9569
C -0.5812 2.9636 -4.0904
C -1.3955 2.5263 -5.1146
C -1.9958 1.2704 -5.0578
C -1.7560 0.4691 -3.9575
C -0.9383 0.8990 -2.9122
As -0.5620 -0.2321 -1.3816
C -2.2876 -0.3232 -0.4866
C -2.5801 -1.4051 0.3433
C -3.7268 -1.4061 1.1231
C -4.5805 -0.3110 1.0993
C -4.2919 0.7724 0.2800
C -3.1508 0.7669 -0.5118
C -0.5257 -2.0106 -2.1868
C 0.7047 -2.6184 -2.4219
C 0.7658 -3.8648 -3.0297
C -0.4013 -4.5229 -3.3897
C -1.6320 -3.9332 -3.1331
C -1.6940 -2.6845 -2.5330
H -0.1072 3.9362 -4.1406
H -1.5620 3.1639 -5.9756
H -2.6313 0.9223 -5.8624
H -2.2048 -0.5150 -3.9018
H -1.8996 -2.2479 0.3834
H -3.9462 -2.2526 1.7629
H -5.4630 -0.2993 1.7278
H -4.9539 1.6302 0.2652
H -2.9212 1.6162 -1.1449
H 1.6161 -2.1167 -2.1220
H 1.7292 -4.3216 -3.2187
H -0.3517 -5.4975 -3.8601
H -2.5462 -4.4499 -3.3999
H -2.6583 -2.2353 -2.3307
C 2.4576 1.8397 5.1010
C 1.7173 2.7149 4.3188
C 1.8291 2.6938 2.9356
C 2.6740 1.7738 2.3050
C 3.4558 0.9257 3.1036
C 3.3372 0.9553 4.4821
N 2.7156 1.6866 0.9099
N 3.9347 1.4726 0.3973
C 3.8763 0.9948 -0.8877
C 5.0566 0.9336 -1.6450
C 5.0138 0.4752 -2.9495
C 3.7982 0.0905 -3.5065
C 2.6308 0.1581 -2.7468
C 2.6236 0.5812 -1.4214
H 2.3623 1.8502 6.1804
H 1.0505 3.4284 4.7926
H 1.2821 3.3982 2.3238
H 4.1214 0.2355 2.6033
H 3.9271 0.2742 5.0854
H 5.9786 1.2707 -1.1858
H 5.9194 0.4262 -3.5436
H 3.7588 -0.2571 -4.5338
H 1.6984 -0.1075 -3.2370
```

The highest occupied orbital energy (spin up / spin down) comes out at -2.92 / -4.59 eV. As for the expectation value of S²: 6.077. As for the net charge: -1. As for the LUMO energy (spin up / spin down): 1.9684 / 1.9300 eV. As for the spin multiplicity: 5.


DFT (ωB97M-V/def2-TZVPD) results for a structure of composition C37H27BrIN5O3SSr.

```
76
C37H27BrIN5O3SSr | OMol25 | ωB97M-V/def2-TZVPD
Sr 0.5766 -0.1469 -0.4429
C 4.0165 -0.3218 3.1898
C 3.1209 -0.5191 2.1295
N 1.9994 0.1538 2.0020
C 1.6942 1.0978 2.9149
C 2.5110 1.3437 4.0302
C 3.7008 0.6047 4.1438
C 2.1171 2.3153 5.0074
C 0.9628 2.9957 4.8696
C 0.1155 2.7874 3.7318
C -1.0910 3.4897 3.5654
C -1.8543 3.2481 2.4580
C -1.3927 2.3289 1.5052
N -0.2581 1.6665 1.6189
C 0.4791 1.8662 2.7369
H 4.9293 -0.8981 3.2379
H 3.3291 -1.2542 1.3594
H 4.3566 0.7813 4.9881
H 2.7617 2.4798 5.8620
H 0.6526 3.7194 5.6133
H -1.4019 4.2019 4.3205
H -2.7993 3.7473 2.2960
H -1.9890 2.1139 0.6310
I -1.3327 -1.7810 1.7938
C -2.1940 -3.0721 0.3825
C -2.8137 -4.1893 0.8659
C -3.4269 -5.0896 -0.0292
C -3.4129 -4.8234 -1.3665
C -2.7703 -3.6659 -1.8733
C -2.7700 -3.4030 -3.2634
C -2.1144 -2.3107 -3.7450
C -1.4209 -1.4496 -2.8617
C -1.3903 -1.6049 -1.4878
C -2.1076 -2.7504 -1.0014
H -2.8337 -4.3915 1.9286
H -3.9073 -5.9795 0.3569
H -3.8888 -5.5005 -2.0670
H -3.2806 -4.0897 -3.9289
H -2.1030 -2.1151 -4.8122
H -0.8953 -0.6140 -3.3291
C -5.7442 -2.1719 -0.7751
C -6.0157 -0.8940 0.0185
C -4.8152 -0.0709 0.1562
N -3.8565 0.5559 0.2257
H -6.6736 -2.7239 -0.9093
H -5.0294 -2.8101 -0.2588
H -5.3307 -1.9408 -1.7560
H -6.3839 -1.1173 1.0213
H -6.7771 -0.2844 -0.4717
O 2.6506 -2.8546 -2.7636
C 3.0724 -1.7363 -2.5587
N 2.8778 -1.0110 -1.4017
S 3.3677 0.5184 -1.6336
O 2.1783 1.3468 -1.8623
O 4.2399 1.0008 -0.5971
C 4.2052 0.2839 -3.1604
C 5.0030 1.1491 -3.8844
C 5.5282 0.6614 -5.0729
C 5.2494 -0.6384 -5.4991
C 4.4458 -1.4854 -4.7492
C 3.9286 -1.0016 -3.5600
H 5.2094 2.1515 -3.5352
H 6.1654 1.2937 -5.6771
H 5.6753 -0.9894 -6.4302
H 4.2252 -2.4967 -5.0630
Br -2.2948 5.1067 -4.6563
C -1.7424 3.8200 -3.3896
C -0.6309 4.0609 -2.6010
C -0.2657 3.0831 -1.6936
N -0.9270 1.9333 -1.5358
C -1.9989 1.7278 -2.3027
C -2.4463 2.6403 -3.2462
H -0.0590 4.9727 -2.6905
H 0.6067 3.2279 -1.0672
H -2.5242 0.7965 -2.1382
H -3.3193 2.4246 -3.8446
```

The highest occupied orbital energy comes out at -7.25 eV. Its energy above the lowest of the compared OMol25 structures with the same formula, charge and spin is 11.5 kcal per mole. As for the LUMO energy: -0.2034 eV.


DFT (ωB97M-V/def2-TZVPD) results for a structure of composition C37H27F5N9SSeSr.

```
81
C37H27F5N9SSeSr | OMol25 | ωB97M-V/def2-TZVPD
Sr 0.2491 0.0484 -1.1949
S -4.8085 0.5736 -1.6811
C -4.3347 1.3450 -0.2346
C -2.9844 1.3055 -0.0578
C -2.2383 0.6405 -1.1033
C -3.1319 0.1904 -2.0410
C -2.8152 -0.5186 -3.2886
C -3.8078 -1.1658 -4.0490
C -3.4670 -1.8244 -5.2074
C -2.1365 -1.8401 -5.6184
C -1.2214 -1.1875 -4.8177
N -1.5265 -0.5482 -3.6869
H -5.0787 1.7750 0.4204
H -2.5316 1.7188 0.8369
H -4.8365 -1.1483 -3.7116
H -4.2307 -2.3252 -5.7913
H -1.8219 -2.3349 -6.5273
H -0.1712 -1.1593 -5.1008
C 1.6902 2.1417 4.4643
C 1.4972 3.2687 3.6711
C 1.5911 3.1829 2.2915
C 1.8717 1.9561 1.7103
C 2.0388 0.8253 2.4893
C 1.9598 0.9194 3.8720
N 1.9559 1.7621 0.2772
N 2.4112 2.7408 -0.3202
C 2.4485 2.6544 -1.7743
C 3.4232 3.4785 -2.3354
C 3.5421 3.5438 -3.7124
C 2.6507 2.8138 -4.4953
C 1.6827 2.0189 -3.8890
C 1.5255 1.8896 -2.4925
H 1.5868 2.2092 5.5396
H 1.2475 4.2167 4.1311
H 1.4289 4.0442 1.6575
H 2.2183 -0.1258 1.9989
H 2.0586 0.0314 4.4824
H 4.0815 4.0492 -1.6888
H 4.2987 4.1698 -4.1703
H 2.7062 2.8841 -5.5777
H 1.0043 1.4729 -4.5455
N 0.2778 -3.0008 2.6366
C -1.0720 -2.7805 2.8216
C -1.5277 -2.3094 1.6310
N -0.4944 -2.2523 0.7154
C 0.5735 -2.6223 1.3654
C 1.9117 -2.5629 0.7895
N 2.2955 -1.6014 -0.0143
C 3.5937 -1.9099 -0.3635
C 3.9873 -3.0616 0.2480
N 2.8972 -3.4742 0.9875
H 0.9392 -3.1493 3.3796
H -1.5509 -2.9091 3.7741
H -2.5199 -1.9725 1.3815
H 4.1596 -1.2793 -1.0294
H 4.9157 -3.6055 0.2406
H 2.8249 -4.3170 1.5294
F -3.9071 3.9746 7.9914
C -3.3981 3.1591 7.0484
C -3.7529 3.3050 5.7232
F -4.6151 4.2794 5.3788
C -3.2245 2.4591 4.7645
F -3.6244 2.6812 3.5017
C -2.3335 1.4255 5.0561
Se -1.6496 0.2428 3.7350
C -1.9971 1.3297 6.4056
F -1.1298 0.3911 6.8346
C -2.5090 2.1612 7.3854
F -2.1449 2.0097 8.6744
C -0.4025 -3.5953 -2.5335
C 0.7677 -2.8835 -3.1211
N 1.1966 -1.6760 -2.8193
C 2.2621 -1.4248 -3.6722
C 2.4766 -2.4954 -4.4785
N 1.5200 -3.4191 -4.1107
H -0.6212 -3.2130 -1.5353
H -0.2053 -4.6663 -2.4570
H -1.2892 -3.4489 -3.1561
H 2.7897 -0.4847 -3.6430
H 3.1971 -2.6836 -5.2547
H 1.3571 -4.3127 -4.5399
```

The highest occupied orbital energy comes out at -3.73 eV. Its energy above the lowest of the compared OMol25 structures with the same formula, charge and spin is 20.8 kcal per mole. As for the net charge: -1. As for the LUMO energy: 1.7223 eV.


DFT (ωB97M-V/def2-TZVPD) results for a structure of composition C37H28AuF5N4O2PS.

```
79
C37H28AuF5N4O2PS | OMol25 | ωB97M-V/def2-TZVPD
Au 12.6221 12.4451 8.2070
C 16.3730 14.0866 5.7834
C 15.9067 12.7610 6.4284
C 16.6460 11.5330 5.8689
C 15.8372 12.7300 7.9678
C 17.0081 13.1200 8.9307
O 16.4351 13.9587 9.8923
C 15.1409 14.1528 9.5649
N 14.7836 13.5524 8.4809
C 14.3465 14.9121 10.5096
C 14.9966 15.4761 11.5700
C 14.3446 16.2474 12.5011
C 12.9757 16.3598 12.4796
C 12.3226 15.7923 11.3782
C 12.9533 15.0465 10.3627
P 12.0170 14.5430 8.9552
C 12.3966 15.8520 7.7143
C 13.0144 16.9870 8.2338
C 13.2726 18.0111 7.3879
C 12.9040 17.9935 6.0262
C 12.3881 16.8118 5.5200
C 12.1489 15.7283 6.3377
C 10.2228 14.7804 9.2337
C 9.3913 15.4144 8.3033
C 8.0159 15.4471 8.5736
C 7.4563 14.8142 9.6896
C 8.2956 14.1271 10.5767
C 9.6558 14.1898 10.3596
H 16.3102 14.1646 4.6748
H 17.3429 14.3265 6.1368
H 15.6790 14.8435 6.0035
H 14.8681 12.6701 6.1002
H 17.7630 11.6135 5.8038
H 16.3158 11.2592 4.8106
H 16.3753 10.7399 6.5532
H 15.5333 11.6388 8.1348
H 17.8499 13.6999 8.4874
H 17.4181 12.2040 9.4277
H 16.1180 15.3827 11.6221
H 14.8991 16.7121 13.2799
H 12.4857 16.9838 13.2344
H 11.2170 15.8562 11.3469
H 13.1728 17.0971 9.3127
H 13.8001 18.8906 7.7691
H 13.0002 18.9560 5.4958
H 12.0470 16.7158 4.5005
H 11.5713 14.8477 5.9470
H 9.6883 15.9294 7.3942
H 7.3662 15.9962 7.8616
H 6.4004 14.7711 9.7426
H 7.8592 13.7914 11.5231
H 10.2908 13.6820 11.0684
S 11.8054 11.5148 10.5259
C 13.4498 11.5192 10.8683
N 14.5570 11.3513 11.1724
F 8.8988 9.0257 11.1451
C 9.2207 9.3614 9.9587
C 9.9229 8.5048 9.0937
F 10.3401 7.3293 9.5466
C 10.3106 8.9626 7.8796
F 10.9563 8.1404 7.1054
C 9.9408 10.3046 7.4214
O 10.3393 10.7791 6.3471
C 9.1253 11.1257 8.3321
F 8.6761 12.2649 7.8622
C 8.7574 10.6439 9.5596
F 7.9234 11.3077 10.3199
N 15.3112 6.6876 8.5654
C 15.1117 7.5477 7.8515
C 14.5284 8.6872 7.0996
C 14.3643 8.6005 5.7156
C 13.8023 9.7138 5.1045
C 13.3407 10.8026 5.8314
N 13.3201 10.7281 7.1671
C 14.0549 9.7926 7.8049
H 14.8464 7.7676 5.1886
H 13.6145 9.8146 4.0695
H 12.7651 11.6590 5.4415
H 14.0839 9.7719 8.9320
```

The highest occupied orbital energy (spin up / spin down) comes out at -10.92 / -11.67 eV. Its energy above the lowest of the compared OMol25 structures with the same formula, charge and spin is 11.6 kcal per mole. As for the expectation value of S²: 2.050. As for the net charge: +1. As for the LUMO energy (spin up / spin down): -3.2258 / -5.2879 eV. As for the spin multiplicity: 3.


DFT (ωB97M-V/def2-TZVPD) results for a structure of composition C37H28ClN5O13Ta.

```
85
C37H28ClN5O13Ta | OMol25 | ωB97M-V/def2-TZVPD
Ta 0.3190 -0.6484 -0.0183
O 1.9506 0.8048 3.3494
C 1.1575 0.7984 2.4728
O 1.3479 0.2278 1.2533
C -0.2081 1.4055 2.4930
C -0.5542 2.2502 3.5468
C -1.7516 2.8957 3.4745
C -2.6003 2.6698 2.3769
C -3.8440 3.3415 2.2518
C -4.6487 3.1058 1.1819
C -4.2571 2.1652 0.1973
C -3.0769 1.4933 0.2973
C -2.1997 1.7451 1.3804
N -0.9730 1.1304 1.4500
H 0.1416 2.3821 4.3638
H -2.0521 3.5964 4.2455
H -4.1379 4.0401 3.0269
H -5.5965 3.6208 1.0874
H -4.9157 1.9652 -0.6397
H -2.8130 0.7408 -0.4230
O -2.9138 0.0592 -5.1550
C -2.6522 1.3084 -4.7725
O -3.0367 2.2573 -5.3916
C -1.8615 1.4823 -3.5119
C -1.4736 2.6984 -2.9749
Cl -1.6337 4.2542 -3.6034
N -0.8136 2.4644 -1.8164
N -0.7598 1.1534 -1.5634
C -1.3788 0.5582 -2.5757
C -1.4309 -0.9138 -2.4865
O -1.8933 -1.6735 -3.2781
O -0.8357 -1.2876 -1.3388
C -0.3037 3.4021 -0.8446
C 0.9052 3.1265 -0.2286
C 1.3883 3.9979 0.7342
C 0.6736 5.1439 1.0603
C -0.5352 5.4055 0.4295
C -1.0369 4.5290 -0.5219
H -2.5635 -0.6133 -4.5402
H 1.4826 2.2622 -0.5239
H 2.3352 3.7891 1.2180
H 1.0638 5.8374 1.7945
H -1.0983 6.2954 0.6776
H -1.9986 4.7188 -0.9839
C -0.1479 -5.5718 1.3364
C 0.3260 -4.9868 2.6646
C -0.3085 -3.6226 2.9933
C 0.2117 -3.1072 4.3562
C -0.4222 -1.7953 4.8156
C -1.8174 -3.7851 3.0931
O -2.3220 -4.5824 3.8373
N -2.6182 -2.9701 2.2913
C -2.1994 -2.0102 1.4000
O -2.9659 -1.3684 0.7283
N -0.8117 -1.8334 1.3196
C 0.0864 -2.6350 1.9429
O 1.2522 -2.4405 1.5801
H 0.3138 -6.5430 1.1637
H 0.1215 -4.9291 0.4927
H -1.2303 -5.7218 1.3266
H 1.4072 -4.8467 2.6501
H 0.0771 -5.6585 3.4846
H 1.2930 -2.9983 4.2662
H 0.0066 -3.8933 5.0815
H -0.3403 -1.0119 4.0561
H 0.0764 -1.4269 5.7113
H -1.4803 -1.9255 5.0546
H -3.6166 -3.1146 2.3610
O 1.7291 0.2194 -1.4530
C 2.2406 -0.9245 -1.7273
O 1.7321 -1.8976 -1.0453
C 3.2626 -1.1184 -2.7235
C 3.6110 -2.4140 -3.0858
C 4.5656 -2.6460 -4.0724
C 5.1413 -1.5359 -4.6412
O 6.0790 -1.5048 -5.6056
C 6.4033 -0.1190 -5.8288
O 5.5333 0.6514 -4.9907
C 4.8040 -0.2403 -4.2671
C 3.8634 0.0123 -3.3189
H 3.1283 -3.2483 -2.5932
H 4.8438 -3.6446 -4.3788
H 6.2260 0.1276 -6.8704
H 7.4380 0.0575 -5.5489
H 3.5909 1.0177 -3.0268
```

The highest occupied orbital energy comes out at -11.05 eV. Its energy above the lowest of the compared OMol25 structures with the same formula, charge and spin is 37.0 kcal per mole. As for the net charge: +1. As for the LUMO energy: -4.2802 eV.